The molecule C4H11N3O. Source: the Open Molecules 2025 dataset; level of theory: wB97M-V/def2-TZVPD.

Structure (XYZ):
```
19
Properties=species:S:1:pos:R:3
N 2.17178 -0.26099 -1.43632
C 0.22849 -1.13504 -0.01443
C -0.43359 -1.98240 -0.88606
O 1.04468 0.13140 -0.65715
H 2.96096 0.25057 -1.04945
H 2.00839 0.09137 -2.37549
H 0.98226 -1.61850 0.60754
H -0.10938 -3.00538 -1.00666
H -1.19346 -1.62002 -1.56762
N -1.91662 0.30881 0.29978
N -0.26638 2.27410 1.01015
C -0.65976 -0.12252 0.90896
C 0.17082 1.04589 1.23005
H -1.77204 0.39948 -0.70194
H -2.60519 -0.42592 0.40560
H 0.33478 3.07956 1.05628
H -1.20292 2.35933 0.63019
H -0.86224 -0.69142 1.81588
H 1.11942 0.92167 1.73071
```

The orbital gap is 6.06 eV. The HOMO energy comes out at -5.7 eV. As for the lowest unoccupied orbital energy: 0.31 eV. The value obtained for the max |F| is 0.772 eV/Å.

Löwdin atomic charge list, values in e, 2 entries: 0.01, -0.36